ORCA calculation (wB97M-V/def2-TZVPD) on a structure of composition C31H32IN3OPPdS.

Summary:
frontier orbital gap: 6.94 eV
charge: +1
LUMO energy: -0.1118 hartree
ΔE to the lowest compared entry with this formula, charge and spin: 0.0000 eV

Atoms and positions in Å:
1 Pd -0.287 1.583 0.467
2 O 1.356 2.649 0.358
3 N 1.934 2.975 1.534
4 C 3.154 3.546 1.437
5 C 3.817 3.967 2.554
6 C 3.205 3.802 3.800
7 C 1.964 3.221 3.875
8 C 1.306 2.785 2.716
9 S -0.233 2.012 2.776
10 H 3.521 3.637 0.427
11 H 4.790 4.423 2.455
12 H 3.704 4.130 4.701
13 H 1.461 3.080 4.820
14 I -0.888 2.352 -2.244
15 C -0.538 0.732 -3.583
16 C -1.250 0.942 -4.737
17 C -1.090 0.140 -5.874
18 C -0.164 -0.854 -5.841
19 C 0.579 -1.114 -4.666
20 C 1.535 -2.153 -4.731
21 C 2.291 -2.484 -3.650
22 C 2.055 -1.812 -2.445
23 C 1.128 -0.798 -2.311
24 P 0.848 -0.353 -0.549
25 C 0.014 -1.828 0.106
26 C -0.156 -1.916 1.494
27 C -0.863 -2.970 2.051
28 C -1.444 -3.929 1.228
29 C -1.307 -3.830 -0.148
30 C -0.578 -2.789 -0.710
31 C 2.543 -0.394 0.126
32 C 3.006 -1.322 1.055
33 C 4.309 -1.246 1.529
34 C 5.162 -0.253 1.075
35 C 4.713 0.665 0.134
36 C 3.411 0.599 -0.334
37 C 0.381 -0.359 -3.461
38 H -1.939 1.774 -4.788
39 H -1.673 0.344 -6.760
40 H 0.025 -1.470 -6.711
41 H 1.651 -2.676 -5.672
42 H 3.032 -3.270 -3.696
43 H 2.608 -2.133 -1.573
44 H 0.265 -1.151 2.139
45 H -0.968 -3.038 3.126
46 H -2.003 -4.747 1.662
47 H -1.760 -4.571 -0.792
48 H -0.463 -2.736 -1.786
49 H 2.366 -2.122 1.398
50 H 4.658 -1.976 2.247
51 H 6.179 -0.201 1.441
52 H 5.382 1.428 -0.241
53 H 3.062 1.313 -1.070
54 C -3.946 -0.340 2.651
55 C -4.296 0.597 1.490
56 C -5.296 1.649 1.959
57 C -4.863 -0.193 0.314
58 N -3.125 1.373 1.019
59 N -2.034 0.567 0.559
60 H -4.854 -0.792 3.050
61 H -3.459 0.209 3.460
62 H -3.296 -1.163 2.343
63 H -6.215 1.169 2.293
64 H -5.533 2.337 1.149
65 H -4.891 2.221 2.796
66 H -5.799 -0.670 0.605
67 H -4.185 -0.989 -0.007
68 H -5.059 0.468 -0.531
69 H -2.772 1.953 1.773
70 H -2.272 0.283 -0.389
71 H -1.916 -0.284 1.113


ORCA calculation (wB97M-V/def2-TZVPD) on an isolated molecule of C31H32N2O2S at a distorted geometry.

Summary:
frontier orbital gap: 7.95 eV
SMILES: c1ccc2cc(SC(c3ccc(N4CCOCC4)cc3)c3ccc(N4CCOCC4)cc3)ccc2c1
LUMO energy: 0.0077 hartree
ΔE to the lowest compared entry with this formula, charge and spin: 0.0000 eV

Atoms and positions in Å:
1 C 6.364 3.727 1.353
2 C 5.101 2.862 1.431
3 N 4.572 2.504 0.127
4 C 3.382 1.764 0.093
5 C 3.249 0.676 -0.803
6 C 2.077 -0.083 -0.809
7 C 0.976 0.283 -0.057
8 C -0.290 -0.572 -0.042
9 C -1.611 0.198 -0.100
10 C -1.677 1.476 -0.667
11 C -2.872 2.198 -0.669
12 C -4.020 1.649 -0.059
13 N -5.240 2.345 0.037
14 C -5.635 2.778 1.376
15 C -7.114 3.154 1.409
16 O -7.509 3.969 0.300
17 C -7.139 3.394 -0.962
18 C -5.623 3.229 -1.049
19 C -3.949 0.351 0.505
20 C -2.790 -0.404 0.363
21 C 1.085 1.389 0.815
22 C 2.284 2.103 0.924
23 C 5.525 2.219 -0.942
24 C 6.628 3.268 -0.958
25 O 7.259 3.328 0.324
26 H 6.061 4.785 1.221
27 H 6.955 3.606 2.273
28 H 5.370 1.967 2.037
29 H 4.342 3.429 1.977
30 H 4.053 0.401 -1.486
31 H 2.049 -0.952 -1.460
32 H -0.325 -1.119 0.899
33 H -0.776 1.898 -1.120
34 H -2.917 3.194 -1.110
35 H -5.460 1.959 2.086
36 H -5.058 3.670 1.704
37 H -7.714 2.221 1.432
38 H -7.320 3.779 2.294
39 H -7.611 2.397 -1.116
40 H -7.489 4.124 -1.710
41 H -5.124 4.209 -0.970
42 H -5.366 2.754 -2.003
43 H -4.848 -0.078 0.967
44 H -2.778 -1.466 0.639
45 H 0.213 1.694 1.404
46 H 2.365 2.964 1.600
47 H 5.997 1.215 -0.830
48 H 4.997 2.255 -1.904
49 H 7.430 2.951 -1.641
50 H 6.192 4.245 -1.257
51 C 2.698 -7.371 0.224
52 C 2.638 -6.069 -0.250
53 C 1.389 -5.421 -0.413
54 C 0.185 -6.224 -0.355
55 C 0.288 -7.570 0.063
56 C 1.514 -8.105 0.438
57 C -1.062 -5.611 -0.621
58 C -1.173 -4.248 -0.751
59 C 0.001 -3.445 -0.807
60 S -0.232 -1.817 -1.392
61 C 1.264 -4.030 -0.624
62 H 3.658 -7.825 0.444
63 H 3.541 -5.501 -0.475
64 H -0.631 -8.147 0.143
65 H 1.562 -9.100 0.889
66 H -1.949 -6.236 -0.743
67 H -2.132 -3.770 -0.931
68 H 2.164 -3.416 -0.706


ORCA calculation (wB97M-V/def2-TZVPD) on an isolated molecule of C31H32N4O2.

Summary:
frontier orbital gap: 9.14 eV
SMILES: O=C(c1ccc2c(=O)n3c(nc2c1)CCCCC3)N1CCN(C(c2ccccc2)c2ccccc2)CC1
LUMO energy: 0.0205 hartree
ΔE to the lowest compared entry with this formula, charge and spin: 0.0506 eV

Atoms and positions in Å:
1 O 0.448 -2.424 2.164
2 C 0.543 -1.408 1.503
3 N 1.286 -1.332 0.377
4 C 1.363 -0.198 -0.508
5 H 2.420 0.026 -0.692
6 C 0.690 -0.537 -1.842
7 N 1.336 -1.701 -2.412
8 C 1.188 -2.839 -1.522
9 C 1.874 -2.524 -0.193
10 H 2.942 -2.351 -0.357
11 H 1.737 -3.341 0.517
12 H 0.128 -3.073 -1.324
13 H 1.660 -3.710 -1.979
14 C 0.968 -1.958 -3.807
15 C -0.466 -2.429 -3.940
16 C -0.814 -3.761 -3.739
17 C -2.139 -4.156 -3.776
18 C -3.138 -3.226 -4.012
19 C -2.803 -1.899 -4.218
20 C -1.476 -1.506 -4.181
21 H -1.223 -0.468 -4.348
22 H -3.575 -1.168 -4.408
23 H -4.172 -3.535 -4.039
24 H -2.393 -5.194 -3.620
25 H -0.042 -4.496 -3.566
26 C 1.972 -2.879 -4.468
27 C 3.264 -2.991 -3.972
28 C 4.191 -3.806 -4.597
29 C 3.842 -4.511 -5.736
30 C 2.564 -4.384 -6.252
31 C 1.636 -3.571 -5.626
32 H 0.643 -3.472 -6.040
33 H 2.286 -4.919 -7.149
34 H 4.563 -5.150 -6.223
35 H 5.190 -3.889 -4.195
36 H 3.538 -2.428 -3.093
37 H 1.054 -0.985 -4.315
38 H -0.389 -0.700 -1.670
39 H 0.808 0.307 -2.527
40 H 0.888 0.671 -0.051
41 C -0.158 -0.143 1.911
42 C 0.395 0.677 2.871
43 C -0.301 1.812 3.305
44 N 0.257 2.618 4.257
45 C -0.395 3.648 4.668
46 N -1.627 4.012 4.205
47 C -2.285 3.277 3.211
48 O -3.373 3.627 2.795
49 C -1.560 2.100 2.754
50 C -2.112 1.255 1.788
51 C -1.419 0.144 1.372
52 H -1.845 -0.521 0.635
53 H -3.085 1.498 1.390
54 C -2.311 5.191 4.705
55 C -1.627 6.495 4.293
56 C -0.468 6.882 5.206
57 C 0.677 5.874 5.192
58 H 1.482 6.255 5.823
59 H 1.073 5.774 4.179
60 C 0.273 4.489 5.712
61 H 1.165 3.939 6.012
62 H -0.374 4.597 6.585
63 H -0.084 7.855 4.894
64 H -0.839 6.989 6.229
65 H -2.372 7.292 4.316
66 H -1.276 6.400 3.263
67 H -2.402 5.131 5.792
68 H -3.313 5.150 4.267
69 H 1.357 0.459 3.307


ORCA calculation (wB97M-V/def2-TZVPD) on a cluster of 2 separate species, C31H32N5O2 in total at a distorted geometry.

Summary:
frontier orbital gap: 5.66 eV
charge: +1
LUMO energy: -0.1781 hartree
ΔE to the lowest compared entry with this formula, charge and spin: 0.2030 eV

Atoms and positions in Å:
1 C -2.147 -4.569 3.187
2 N -1.333 -3.752 2.317
3 C -0.162 -4.210 1.786
4 O 0.354 -5.295 2.043
5 C 0.373 -3.121 0.859
6 C 0.469 -3.593 -0.592
7 C 1.474 -4.710 -0.768
8 C 1.082 -5.945 -1.294
9 C 1.992 -7.005 -1.336
10 C 3.311 -6.815 -0.900
11 C 3.714 -5.561 -0.425
12 C 2.798 -4.505 -0.373
13 N -0.585 -2.028 1.062
14 C -0.393 -0.837 0.455
15 C -1.286 0.231 0.512
16 C -1.081 1.526 0.038
17 C -2.114 2.523 0.124
18 C -1.979 3.785 -0.508
19 C -2.964 4.756 -0.443
20 C -4.136 4.525 0.293
21 C -5.140 5.545 0.385
22 N -5.951 6.389 0.452
23 C -4.306 3.294 0.941
24 C -3.329 2.311 0.858
25 C -1.734 -2.414 1.908
26 C -3.052 -2.495 1.123
27 C -1.918 -1.532 3.153
28 H -1.683 -5.551 3.293
29 H -2.240 -4.108 4.178
30 H -3.157 -4.688 2.774
31 H 1.370 -2.813 1.223
32 H -0.529 -3.927 -0.917
33 H 0.753 -2.725 -1.206
34 H 0.051 -6.071 -1.633
35 H 1.665 -7.981 -1.700
36 H 4.022 -7.643 -0.932
37 H 4.738 -5.400 -0.083
38 H 3.095 -3.522 0.000
39 H 0.538 -0.757 -0.117
40 H -2.241 0.017 0.980
41 H -0.088 1.817 -0.308
42 H -1.065 3.975 -1.062
43 H -2.833 5.708 -0.959
44 H -5.216 3.112 1.518
45 H -3.503 1.374 1.392
46 H -2.971 -3.254 0.333
47 H -3.862 -2.778 1.809
48 H -3.302 -1.535 0.664
49 H -1.037 -1.627 3.801
50 H -2.051 -0.482 2.884
51 H -2.807 -1.871 3.703
52 C 4.042 6.259 0.674
53 O 4.161 6.245 -0.765
54 C 3.420 5.369 -1.492
55 C 2.423 4.526 -0.926
56 C 1.754 3.644 -1.775
57 C 2.119 3.593 -3.132
58 C 3.081 4.412 -3.709
59 C 3.721 5.330 -2.886
60 N 1.310 2.619 -3.705
61 C 0.485 2.123 -2.741
62 N 0.711 2.732 -1.577
63 H 4.712 7.063 0.988
64 H 3.009 6.476 0.978
65 H 4.369 5.299 1.099
66 H 2.189 4.532 0.142
67 H 3.299 4.334 -4.772
68 H 4.469 6.023 -3.258
69 H 1.349 2.315 -4.672
70 H -0.230 1.338 -2.963


What did the third record say?
ORCA calculation (wB97M-V/def2-TZVPD) on an isolated molecule of C31H32N4O2.

Summary:
frontier orbital gap: 9.14 eV
SMILES: O=C(c1ccc2c(=O)n3c(nc2c1)CCCCC3)N1CCN(C(c2ccccc2)c2ccccc2)CC1
LUMO energy: 0.0205 hartree
ΔE to the lowest compared entry with this formula, charge and spin: 0.0506 eV

Atoms and positions in Å:
1 O 0.448 -2.424 2.164
2 C 0.543 -1.408 1.503
3 N 1.286 -1.332 0.377
4 C 1.363 -0.198 -0.508
5 H 2.420 0.026 -0.692
6 C 0.690 -0.537 -1.842
7 N 1.336 -1.701 -2.412
8 C 1.188 -2.839 -1.522
9 C 1.874 -2.524 -0.193
10 H 2.942 -2.351 -0.357
11 H 1.737 -3.341 0.517
12 H 0.128 -3.073 -1.324
13 H 1.660 -3.710 -1.979
14 C 0.968 -1.958 -3.807
15 C -0.466 -2.429 -3.940
16 C -0.814 -3.761 -3.739
17 C -2.139 -4.156 -3.776
18 C -3.138 -3.226 -4.012
19 C -2.803 -1.899 -4.218
20 C -1.476 -1.506 -4.181
21 H -1.223 -0.468 -4.348
22 H -3.575 -1.168 -4.408
23 H -4.172 -3.535 -4.039
24 H -2.393 -5.194 -3.620
25 H -0.042 -4.496 -3.566
26 C 1.972 -2.879 -4.468
27 C 3.264 -2.991 -3.972
28 C 4.191 -3.806 -4.597
29 C 3.842 -4.511 -5.736
30 C 2.564 -4.384 -6.252
31 C 1.636 -3.571 -5.626
32 H 0.643 -3.472 -6.040
33 H 2.286 -4.919 -7.149
34 H 4.563 -5.150 -6.223
35 H 5.190 -3.889 -4.195
36 H 3.538 -2.428 -3.093
37 H 1.054 -0.985 -4.315
38 H -0.389 -0.700 -1.670
39 H 0.808 0.307 -2.527
40 H 0.888 0.671 -0.051
41 C -0.158 -0.143 1.911
42 C 0.395 0.677 2.871
43 C -0.301 1.812 3.305
44 N 0.257 2.618 4.257
45 C -0.395 3.648 4.668
46 N -1.627 4.012 4.205
47 C -2.285 3.277 3.211
48 O -3.373 3.627 2.795
49 C -1.560 2.100 2.754
50 C -2.112 1.255 1.788
51 C -1.419 0.144 1.372
52 H -1.845 -0.521 0.635
53 H -3.085 1.498 1.390
54 C -2.311 5.191 4.705
55 C -1.627 6.495 4.293
56 C -0.468 6.882 5.206
57 C 0.677 5.874 5.192
58 H 1.482 6.255 5.823
59 H 1.073 5.774 4.179
60 C 0.273 4.489 5.712
61 H 1.165 3.939 6.012
62 H -0.374 4.597 6.585
63 H -0.084 7.855 4.894
64 H -0.839 6.989 6.229
65 H -2.372 7.292 4.316
66 H -1.276 6.400 3.263
67 H -2.402 5.131 5.792
68 H -3.313 5.150 4.267
69 H 1.357 0.459 3.307


Q: Which value of ΔE to the lowest compared entry with this formula, charge and spin does entry 1 give?
A: 0.0000 eV


Copy entry 2 word for word.
ORCA calculation (wB97M-V/def2-TZVPD) on an isolated molecule of C31H32N2O2S at a distorted geometry.

Summary:
frontier orbital gap: 7.95 eV
SMILES: c1ccc2cc(SC(c3ccc(N4CCOCC4)cc3)c3ccc(N4CCOCC4)cc3)ccc2c1
LUMO energy: 0.0077 hartree
ΔE to the lowest compared entry with this formula, charge and spin: 0.0000 eV

Atoms and positions in Å:
1 C 6.364 3.727 1.353
2 C 5.101 2.862 1.431
3 N 4.572 2.504 0.127
4 C 3.382 1.764 0.093
5 C 3.249 0.676 -0.803
6 C 2.077 -0.083 -0.809
7 C 0.976 0.283 -0.057
8 C -0.290 -0.572 -0.042
9 C -1.611 0.198 -0.100
10 C -1.677 1.476 -0.667
11 C -2.872 2.198 -0.669
12 C -4.020 1.649 -0.059
13 N -5.240 2.345 0.037
14 C -5.635 2.778 1.376
15 C -7.114 3.154 1.409
16 O -7.509 3.969 0.300
17 C -7.139 3.394 -0.962
18 C -5.623 3.229 -1.049
19 C -3.949 0.351 0.505
20 C -2.790 -0.404 0.363
21 C 1.085 1.389 0.815
22 C 2.284 2.103 0.924
23 C 5.525 2.219 -0.942
24 C 6.628 3.268 -0.958
25 O 7.259 3.328 0.324
26 H 6.061 4.785 1.221
27 H 6.955 3.606 2.273
28 H 5.370 1.967 2.037
29 H 4.342 3.429 1.977
30 H 4.053 0.401 -1.486
31 H 2.049 -0.952 -1.460
32 H -0.325 -1.119 0.899
33 H -0.776 1.898 -1.120
34 H -2.917 3.194 -1.110
35 H -5.460 1.959 2.086
36 H -5.058 3.670 1.704
37 H -7.714 2.221 1.432
38 H -7.320 3.779 2.294
39 H -7.611 2.397 -1.116
40 H -7.489 4.124 -1.710
41 H -5.124 4.209 -0.970
42 H -5.366 2.754 -2.003
43 H -4.848 -0.078 0.967
44 H -2.778 -1.466 0.639
45 H 0.213 1.694 1.404
46 H 2.365 2.964 1.600
47 H 5.997 1.215 -0.830
48 H 4.997 2.255 -1.904
49 H 7.430 2.951 -1.641
50 H 6.192 4.245 -1.257
51 C 2.698 -7.371 0.224
52 C 2.638 -6.069 -0.250
53 C 1.389 -5.421 -0.413
54 C 0.185 -6.224 -0.355
55 C 0.288 -7.570 0.063
56 C 1.514 -8.105 0.438
57 C -1.062 -5.611 -0.621
58 C -1.173 -4.248 -0.751
59 C 0.001 -3.445 -0.807
60 S -0.232 -1.817 -1.392
61 C 1.264 -4.030 -0.624
62 H 3.658 -7.825 0.444
63 H 3.541 -5.501 -0.475
64 H -0.631 -8.147 0.143
65 H 1.562 -9.100 0.889
66 H -1.949 -6.236 -0.743
67 H -2.132 -3.770 -0.931
68 H 2.164 -3.416 -0.706